This record from the OMol25 dataset describes 11 unconnected molecules or ions with the total composition C49H119NO21 at a distorted geometry. The level of theory is ωB97M-V/def2-TZVPD.

Geometry as XYZ:
```
190
Properties=species:S:1:pos:R:3:forces:R:3
C -4.03341 5.56993 -2.18920 0.85 0.78 1.00
O -2.71598 5.01721 -2.22251 0.36 0.52 0.10
C -1.62278 5.93547 -1.80685 -0.85 -2.60 -0.78
C -0.43356 4.95697 -1.55568 0.14 0.47 0.94
O -0.64472 3.94622 -0.55930 -0.40 0.57 -1.70
C -0.84361 4.47129 0.70859 -0.04 -0.94 1.63
H -4.25954 5.79615 -1.14719 -0.29 0.04 0.27
H -4.81733 4.90046 -2.54329 0.55 -0.23 -0.31
H -4.07240 6.53298 -2.69823 -0.10 -0.02 -0.43
H -1.90115 6.52311 -0.93204 -0.03 -0.05 0.06
H -1.42352 6.56862 -2.67144 0.26 0.29 0.19
H 0.44117 5.45861 -1.14179 0.10 0.92 -0.42
H -0.09464 4.47640 -2.47344 -0.49 -0.15 -0.01
H -1.83470 4.86291 0.93766 -0.35 -0.03 -0.46
H -0.13589 5.20427 1.09585 0.50 0.23 -0.62
H -0.68953 3.58327 1.32161 -0.23 0.12 0.54
C -4.76181 2.18414 -0.82955 0.12 -0.07 -0.07
O -5.55251 1.39065 0.01692 0.10 -0.52 -0.10
C -5.73200 1.93536 1.29666 -1.49 0.07 0.55
C -6.49671 1.00269 2.29463 0.00 -1.47 -1.78
O -7.78733 0.38123 1.82115 1.42 4.19 3.21
C -7.68444 -0.48537 0.79388 -0.26 -0.93 -1.14
H -5.04745 1.91132 -1.84546 0.19 0.19 -0.04
H -3.69596 2.01571 -0.67565 0.19 -0.28 -0.01
H -4.87009 3.25836 -0.67978 -0.51 0.15 0.05
H -6.31789 2.84556 1.16876 -0.02 0.41 0.12
H -4.76694 2.19751 1.73031 0.18 0.00 0.34
H -6.61616 1.52856 3.24188 -0.62 0.05 -0.25
H -5.80692 0.18909 2.51901 -0.18 -0.28 0.03
H -7.33064 0.00296 -0.11412 0.42 -0.53 -0.05
H -8.71133 -0.78955 0.59119 -0.03 -0.40 -0.07
H -7.10790 -1.32951 1.17222 0.33 -0.51 -0.82
C 5.77505 4.54194 -2.33248 0.90 1.44 -1.70
O 6.32779 3.27177 -2.17901 -1.14 -1.45 0.46
C 5.81731 2.28736 -3.09880 1.70 0.46 0.07
C 4.34814 1.99460 -3.04866 0.57 1.41 0.29
O 3.62797 2.95616 -3.83257 -0.70 -1.28 0.72
C 2.20438 2.95099 -3.48628 1.83 -0.47 -0.58
H 4.75854 4.83577 -2.07078 -0.27 -0.95 0.83
H 5.78331 4.75043 -3.40233 0.05 0.32 -0.37
H 6.48052 5.25277 -1.90220 -0.14 -0.07 0.32
H 6.39443 1.38326 -2.90481 -0.17 -0.14 0.58
H 6.19975 2.53837 -4.08817 -0.53 0.42 -0.48
H 4.10743 2.11261 -1.99214 -0.49 -0.16 0.25
H 4.25926 0.93908 -3.30571 -0.76 -0.13 -0.51
H 1.81292 1.94167 -3.61332 -0.23 -0.12 -0.33
H 1.78799 3.64434 -4.21702 -0.43 0.02 0.59
H 2.09149 3.15492 -2.42150 -0.23 0.65 -0.06
C 1.59465 1.89576 3.29780 -0.16 -0.73 -0.44
O 2.60993 1.01834 3.77951 -1.06 -0.24 -1.50
C 3.43187 1.61925 4.68313 1.42 -0.34 1.50
C 4.57114 0.63540 5.00713 -0.32 0.10 0.19
O 5.48018 1.23350 5.87955 1.25 0.46 0.81
C 6.52223 0.33730 6.28853 0.13 -0.17 -1.29
H 0.69436 1.72575 3.88829 -0.16 0.40 0.09
H 1.38153 1.63196 2.26189 -0.06 -0.33 0.02
H 1.88128 2.94634 3.25065 0.17 0.10 0.51
H 2.94801 1.78859 5.64505 -0.35 0.42 0.16
H 3.78740 2.56947 4.28466 0.43 0.17 0.15
H 5.03182 0.27722 4.08650 0.18 -0.02 -0.23
H 4.21245 -0.21530 5.58657 -0.72 -0.42 -0.53
H 6.88465 0.46172 7.30896 -0.59 0.25 0.00
H 7.38504 0.42398 5.62813 0.26 0.58 -0.10
H 6.25004 -0.69511 6.06908 -0.49 -0.24 0.63
C 1.92923 -2.52678 5.06317 -2.95 -0.64 -0.41
O 1.11922 -3.70290 5.33002 0.82 -0.66 0.83
C 0.02433 -3.95180 4.45348 0.25 1.82 0.61
C -1.08983 -4.65589 5.18115 -0.62 -0.25 1.09
O -1.94986 -3.86145 6.05097 0.92 -0.25 -1.79
C -1.36897 -3.42747 7.26033 -0.35 -0.98 -0.15
H 2.73936 -2.41576 5.78390 0.13 -0.51 -0.53
H 1.21247 -1.72262 5.22956 0.30 0.72 0.03
H 2.08319 -2.54085 3.98419 1.15 0.29 0.07
H 0.37498 -4.42133 3.53441 -0.14 -0.40 -0.06
H -0.41096 -2.98724 4.19226 -0.05 0.42 -0.45
H -0.65257 -5.43523 5.80528 0.02 -0.37 -0.03
H -1.79025 -5.08977 4.46753 0.11 -0.08 -0.07
H -0.49144 -2.79973 7.10546 -0.34 0.49 0.17
H -1.02740 -4.30383 7.81119 0.16 -0.15 0.28
H -2.24528 -3.03666 7.77748 0.60 0.64 0.33
C 2.87824 4.29454 0.82623 -0.25 -0.10 -1.77
O 2.36448 5.07116 1.82796 0.12 0.71 1.10
C 3.37707 5.58364 2.67585 -0.99 0.82 0.67
C 4.11149 6.82178 2.08772 -0.08 -2.51 0.55
O 3.20017 7.76485 1.69436 0.14 2.23 -0.34
C 3.90594 8.94700 1.20668 -1.19 -0.40 -0.21
H 3.82833 4.66119 0.43766 0.29 -0.06 0.11
H 2.16950 4.43722 0.01049 -0.02 -0.59 -0.34
H 2.96274 3.23900 1.08469 0.06 -0.21 0.12
H 4.01782 4.76350 2.99975 0.62 0.13 -0.21
H 2.81868 5.87050 3.56693 0.13 0.32 0.13
H 4.66200 6.43471 1.23027 0.58 0.28 -0.22
H 4.78810 7.18032 2.86344 0.31 0.11 0.00
H 4.63219 9.36601 1.90317 0.17 -0.45 0.17
H 3.18230 9.74163 1.02499 -0.27 -0.25 0.14
H 4.34745 8.72561 0.23501 0.38 -0.12 0.07
C -8.19495 -3.04456 -2.15105 0.48 0.15 0.45
O -7.28502 -1.95408 -2.10221 -0.94 0.35 -0.80
C -6.10001 -2.27699 -2.79564 1.20 1.47 2.31
C -5.15651 -1.00889 -2.60818 -1.17 -0.82 -1.82
O -4.09365 -1.12052 -3.56181 -0.13 -0.64 1.36
C -2.94846 -0.40570 -3.15203 -0.34 -0.21 -0.67
H -9.18915 -2.79230 -1.78225 0.14 0.54 -0.19
H -7.82029 -3.79250 -1.45226 0.03 -0.59 -0.25
H -8.24427 -3.39756 -3.18113 -0.23 -0.37 0.05
H -6.22568 -2.68425 -3.79886 -0.10 0.49 -0.23
H -5.62892 -3.02288 -2.15546 0.42 -0.69 -0.40
H -4.85667 -0.93294 -1.56298 0.40 -0.23 0.01
H -5.66979 -0.07809 -2.84952 -0.53 -0.03 0.12
H -2.17919 -0.83369 -3.79479 0.46 0.53 0.09
H -2.68594 -0.53181 -2.10166 -0.06 -0.28 0.16
H -3.12836 0.65469 -3.32896 0.42 0.27 -0.10
C -4.12904 -1.69377 1.49249 -0.02 -0.15 0.19
O -4.58921 -2.04046 2.77700 0.35 0.06 0.13
C -3.66196 -2.03641 3.85310 -0.92 0.49 0.79
C -4.04774 -0.93235 4.84921 0.52 -1.16 0.19
O -4.18339 0.31057 4.28793 -0.70 1.58 -0.71
C -3.03613 1.04478 3.89542 -0.87 -0.01 0.16
H -3.18047 -2.18354 1.27237 -0.02 -0.21 -0.18
H -3.97331 -0.62394 1.35352 -0.06 0.20 0.08
H -4.92486 -2.02625 0.82599 0.21 0.05 -0.26
H -2.60405 -1.87484 3.64616 0.08 -0.39 -0.88
H -3.84374 -2.98120 4.36537 0.62 -0.10 0.10
H -3.29657 -0.84727 5.63445 0.22 -0.50 0.37
H -4.99338 -1.23899 5.29625 -0.15 0.43 0.02
H -3.32086 2.09309 3.98529 0.12 0.09 0.17
H -2.82949 0.89721 2.83541 0.46 -0.38 -0.08
H -2.18770 0.85119 4.55176 0.24 -0.14 -0.11
C 2.93459 -0.46810 0.07250 -0.41 0.45 0.64
O 1.67684 -0.35727 0.71676 -0.62 -1.15 -0.67
C 0.90404 -1.62138 0.70571 0.06 1.79 0.04
C -0.48923 -1.32389 1.27592 0.26 0.86 0.68
O -1.42819 -0.64014 0.46696 -0.07 0.64 -1.79
C -1.01590 0.63197 -0.08658 0.44 -0.56 -0.07
H 3.46171 0.48130 0.16671 -0.07 0.08 0.40
H 2.85555 -0.59573 -1.00711 -0.19 -0.60 -0.27
H 3.51972 -1.23905 0.57385 0.26 -0.23 -0.32
H 1.48221 -2.36884 1.24897 -0.32 -0.11 0.32
H 0.73766 -2.01485 -0.29709 0.29 0.12 -0.48
H -0.44211 -0.62966 2.11491 0.80 -0.47 0.78
H -0.96457 -2.26084 1.56623 0.07 0.08 -0.01
H -1.84322 1.18512 -0.53116 -0.33 -0.42 0.41
H -0.30398 0.49589 -0.90067 0.21 -0.22 -0.12
H -0.50443 1.28820 0.61759 -0.12 -0.15 0.42
C -1.71765 -4.19230 -0.93680 -0.98 1.21 -0.58
O -1.06813 -4.28022 0.28232 -0.48 -0.80 -0.10
C -0.96005 -5.60496 0.73813 2.05 0.53 2.32
C 0.51673 -5.97894 0.58368 -0.43 -0.55 -1.77
O 1.37030 -4.99494 1.05302 1.08 0.66 1.61
C 2.74873 -5.06240 0.68386 0.03 1.25 0.71
H -1.68747 -3.12971 -1.17781 -0.17 0.06 -0.29
H -2.76381 -4.48424 -0.84509 -0.23 -0.04 -0.01
H -1.31579 -4.74707 -1.78464 0.57 -0.35 0.10
H -1.66689 -6.38395 0.45238 0.00 0.30 -0.97
H -1.08887 -5.57423 1.82006 -0.29 0.27 0.32
H 0.73481 -5.93930 -0.48355 -0.18 -1.14 -0.59
H 0.66478 -6.95103 1.05403 0.37 -0.25 -0.18
H 3.31496 -5.98627 0.80197 -0.71 -0.54 -0.38
H 3.29843 -4.39501 1.34757 -0.34 0.09 0.58
H 2.94508 -4.53360 -0.24884 -0.31 -0.63 -0.77
C 1.31900 -1.69784 -7.19886 0.56 -0.26 1.61
C 2.37676 -1.60639 -6.03192 1.13 1.94 0.72
C 1.80983 -1.07273 -4.69085 -1.44 -1.55 1.75
C 1.12115 -2.10494 -3.76241 -0.28 -0.79 -1.26
C 1.98772 -3.33705 -3.59377 0.11 0.98 -0.85
C 2.51319 -3.94491 -4.97364 0.40 -1.32 3.21
N 3.13956 -2.92090 -5.81276 -3.90 1.16 -0.53
O 3.79329 -3.38308 -6.89403 -0.09 0.80 0.53
C 3.67922 -4.90601 -4.59722 -0.26 -0.72 -0.70
C 1.37019 -4.73164 -5.65992 -0.35 0.51 -1.52
C 3.45109 -0.51927 -6.39899 0.67 -0.82 -0.87
H 1.76847 -2.15616 -8.07978 -0.21 0.43 -0.11
H 1.02022 -0.65137 -7.25991 0.09 -0.12 -0.74
H 0.42783 -2.23622 -6.87627 0.15 -0.18 -0.09
H 2.57176 -0.66623 -4.02578 0.38 0.35 -0.60
H 0.99708 -0.35120 -4.77413 0.55 0.54 -0.92
H 0.17821 -2.47271 -4.16703 -0.26 0.31 -0.36
H 0.83291 -1.67931 -2.80123 0.34 0.16 0.04
H 1.34287 -4.05154 -3.08214 0.70 -0.51 0.04
H 2.83437 -2.99992 -2.99574 0.26 -0.63 0.20
H 3.44890 -5.67041 -3.85509 -0.54 0.49 0.31
H 3.90551 -5.53501 -5.45818 0.41 0.21 -0.22
H 4.56258 -4.37556 -4.24172 0.00 0.09 -0.07
H 1.65756 -5.08657 -6.64964 0.46 -0.26 0.08
H 0.97749 -5.58443 -5.10616 0.61 0.14 0.44
H 0.49234 -4.13848 -5.91612 0.07 0.40 0.50
H 4.10231 -0.14874 -5.60734 -0.28 -0.54 0.52
H 3.06078 0.40466 -6.82572 -0.52 -0.38 -0.16
H 4.11667 -0.98833 -7.12362 0.04 0.39 -0.37
H 4.66579 -3.48393 -6.50650 1.12 -0.76 -0.45
```
Forces are in eV/Å.

* HOMO level (alpha / beta): -9.90 / -9.90 eV
* E_LUMO (alpha / beta): -2.8 / -7.0 eV
* expectation value of S²: 0.75
* net charge: +1
* energy above the lowest of the compared OMol25 structures with the same formula, charge and spin: 0.000 eV
* HOMO-LUMO gap (alpha / beta): 7.2 / 2.9 eV
* multiplicity: 2